[1]
14
Properties=species:S:1:pos:R:3:forces:R:3:lowdin_charge:R:1 method="wB97M-V/def2-TZVPD" lumo_energy_ha=-0.0102 total_charge=0 homo_ev=-8.4 e_tot_ev=-71668.2803 smiles="CCC(=[Se])CO" orbital_gap_ev=8.12
C 0.238036 -0.438965 -1.651009 -1.3 -0.9 1.0 -0.115
C 1.077062 0.065116 -0.484491 -1.7 0.8 1.8 -0.290
C 0.100631 0.693949 0.604432 2.0 -2.4 -1.3 -0.851
Se -0.209610 2.332762 0.457810 -1.2 3.5 0.0 0.884
C -0.505240 -0.286756 1.587278 2.5 1.9 0.7 -0.369
O -1.824405 0.012905 1.964613 -0.1 2.0 -4.5 -0.128
H -0.102535 0.421619 -2.186871 -0.3 0.4 -0.5 0.061
H -0.690266 -1.055191 -1.402335 1.2 0.7 0.0 0.103
H 0.846267 -1.051323 -2.268413 0.5 -0.5 -0.8 0.058
H 1.669238 0.897829 -0.891313 0.3 -0.6 0.6 0.086
H 1.613500 -0.707858 0.065490 0.5 -0.1 -0.5 0.106
H -0.577021 -1.068470 0.886966 0.6 -2.6 0.2 0.083
H 0.383866 -0.219990 2.415556 -2.5 -1.1 -1.4 0.194
H -2.019523 0.404373 0.902288 -0.6 -1.1 4.8 0.179

[2]
16
Properties=species:S:1:pos:R:3:forces:R:3:lowdin_charge:R:1 method="wB97M-V/def2-TZVPD" lumo_energy_ha=0.0363 total_charge=0 homo_ev=-8.2 e_tot_ev=-7853.3229 smiles="C[C@H]1C[C@]12C=NC2" orbital_gap_ev=9.15
C 1.456587 -0.790016 1.231629 1.7 -2.2 -1.8 -0.111
C 1.222430 0.147481 0.060420 -2.7 1.7 0.0 -0.163
C 0.630861 0.012018 -1.348508 0.0 -0.7 3.4 -0.097
C -0.551678 0.421142 -0.497061 4.9 -4.0 0.3 -0.286
C -1.420382 1.519171 -0.349971 0.1 0.3 0.1 -0.128
N -2.430587 0.808081 0.076562 -0.8 2.4 0.0 0.042
C -1.683547 -0.489963 -0.015452 -0.6 2.2 2.2 -0.130
H 1.642723 -1.879191 0.760374 -0.4 2.1 1.4 0.112
H 0.541458 -0.796732 1.808164 0.2 -0.3 0.7 0.044
H 2.424398 -0.498644 1.828139 -2.1 -0.5 -1.1 0.103
H 1.630779 1.134939 0.290568 -0.2 -0.1 -0.5 0.101
H 1.049627 0.793038 -1.860283 0.8 1.5 -2.1 0.072
H 0.696205 -0.972826 -1.749021 -0.3 -0.5 -0.6 0.104
H -1.109192 2.579123 -0.568258 -1.4 -0.8 0.5 0.132
H -2.270636 -1.047372 -0.672993 -0.2 -1.4 -1.5 0.081
H -1.829045 -0.940248 1.005692 1.1 0.2 -0.9 0.123

[3]
13
Properties=species:S:1:pos:R:3:forces:R:3:lowdin_charge:R:1 method="wB97M-V/def2-TZVPD" lumo_energy_ha="-0.3173 / -0.5883" total_charge=+2 homo_ev="-19.1 / -18.9" s2=0.759 e_tot_ev=-8846.5498 spin_multiplicity=2 orbital_gap_ev="10.50 / 2.90"
Cs 0.114186 -0.528597 0.889934 -0.3 -0.7 1.0 1.318
O 0.954576 2.318573 0.149124 -0.5 -0.2 1.1 0.247
H 0.461736 2.455343 -0.659976 -0.9 1.1 -1.4 0.070
H 1.624076 1.675243 -0.083506 1.5 -0.2 -0.2 0.077
O -0.660394 1.415473 -1.839276 0.1 0.4 1.5 0.151
H -0.154474 0.603653 -1.874116 0.1 -0.6 -0.5 0.028
H -0.255994 1.978783 -2.499096 0.0 0.7 -1.2 0.129
O 0.672236 -1.482227 3.669524 -0.1 0.3 -0.9 -0.148
H 0.147936 -2.275467 3.559554 -0.1 -0.6 0.3 0.040
H 0.384396 -1.118447 4.506804 0.0 0.2 0.5 0.066
O -1.416454 -1.473807 -1.855446 0.1 0.8 0.8 -0.037
H -0.521814 -1.150897 -1.963076 0.3 -0.6 -0.6 -0.023
H -1.350014 -2.417627 -2.000446 -0.2 -0.6 -0.3 0.083

[4]
39
Properties=species:S:1:pos:R:3:forces:R:3:lowdin_charge:R:1 method="wB97M-V/def2-TZVPD" lumo_energy_ha=-0.0151 total_charge=0 homo_ev=-10.3 e_tot_ev=-27040.0241 orbital_gap_ev=9.92
O -9.818000 0.303000 8.845000 -0.3 -0.4 0.5 -0.065
H -10.587000 0.786000 9.214000 0.7 0.3 0.0 -0.019
H -9.971000 0.325000 7.910000 0.1 0.0 -0.8 0.019
O -14.666000 -2.149000 12.818000 -0.2 0.6 0.9 -0.067
H -15.083000 -1.279000 12.678000 -0.1 -0.4 0.0 -0.013
H -14.504000 -2.503000 11.950000 0.1 -0.4 -0.1 -0.044
O -12.997000 0.280000 13.564000 -0.3 0.6 -0.2 -0.034
H -13.655000 0.024000 14.204000 -0.4 -0.6 0.2 0.083
H -12.379000 -0.449000 13.515000 0.7 -1.0 0.4 0.030
O -12.750000 -0.118000 10.994000 -0.6 0.5 -1.7 -0.055
H -12.281000 -0.917000 10.744000 0.2 -0.5 0.7 0.007
H -12.941000 0.020000 11.930000 -0.1 -0.3 0.2 0.001
O -16.175000 0.228000 12.555000 0.4 -0.8 1.2 -0.018
H -15.591000 0.891000 12.922000 0.3 0.4 0.0 0.039
H -16.519000 0.644000 11.791000 -0.6 0.7 -1.3 0.029
O -10.969000 -2.286000 10.461000 -0.3 -1.2 0.7 -0.050
H -10.929000 -2.504000 9.535000 0.3 0.4 -0.8 0.054
H -11.283000 -3.150000 10.801000 0.0 0.6 0.1 0.073
O -13.999000 -2.897000 10.358000 0.6 0.0 -0.1 -0.020
H -14.486000 -2.099000 10.177000 -0.2 0.8 -0.1 0.045
H -14.231000 -3.469000 9.642000 -0.3 -0.8 -0.6 0.057
O -14.583000 2.419000 10.958000 -0.8 -1.0 2.3 -0.025
H -14.282000 3.209000 10.591000 0.8 2.1 -0.8 0.010
H -14.602000 1.814000 10.234000 0.0 -0.8 -0.9 -0.052
O -12.676000 2.628000 14.697000 0.0 0.2 1.1 -0.095
H -12.873000 1.816000 14.198000 0.5 0.3 0.2 -0.037
H -12.464000 2.349000 15.616000 -0.2 0.2 -1.1 0.044
O -14.784000 1.016000 8.762000 -0.2 -0.5 -0.2 -0.013
H -14.277000 0.222000 8.612000 0.4 -0.5 0.3 0.049
H -14.829000 1.397000 7.893000 -0.2 0.6 -0.6 0.064
O -11.299000 -2.094000 13.529000 -0.3 0.0 0.0 -0.028
H -11.147000 -2.203000 12.584000 0.1 0.2 0.0 0.006
H -10.480000 -1.721000 13.860000 0.3 0.2 0.0 0.055
O -11.543000 1.992000 9.994000 0.1 -0.1 -1.5 -0.055
H -11.477000 2.526000 10.768000 0.0 0.4 1.0 0.057
H -12.225000 1.321000 10.143000 -0.3 0.0 0.8 -0.007
O -9.785000 0.403000 12.022000 1.5 -1.3 0.2 -0.062
H -10.378000 0.461000 11.278000 -0.4 0.1 -0.4 -0.035
H -9.083000 -0.227000 11.699000 -1.1 1.1 0.4 0.073